[1]
{
  "formula": "C5H34N2O10",
  "method": "the ωB97M-V functional and the def2-TZVPD basis",
  "symbols": ["C", "N", "C", "C", "C", "C", "N", "H", "H", "H", "H", "H", "H", "H", "H", "H", "H", "H", "H", "H", "H", "O", "H", "H", "O", "H", "H", "O", "H", "H", "O", "H", "H", "O", "H", "H", "O", "H", "H", "O", "H", "H", "O", "H", "H", "O", "H", "H", "O", "H", "H"],
  "xyz": [[2.55223, -2.48438, -2.17114], [1.50321, -1.46540, -2.34759], [0.30794, -1.61109, -1.36953], [-0.77338, -2.70120, -1.87684], [-1.68871, -3.29575, -0.72331], [-2.90758, -2.57303, 0.02128], [-2.33803, -1.27622, 0.47461], [3.48542, -1.91620, -2.22751], [2.37019, -3.24923, -1.35197], [2.58186, -3.23059, -3.01571], [1.22703, -1.35265, -3.25094], [-0.23505, -0.70481, -1.32839], [0.61047, -1.89460, -0.40191], [-0.28057, -3.47930, -2.52739], [-1.58613, -2.23039, -2.55909], [-0.95452, -3.73881, 0.05108], [-2.22393, -4.28243, -1.11655], [-3.71722, -2.31642, -0.66443], [-3.20313, -3.22655, 0.89532], [-3.02963, -0.60834, 0.93191], [-1.57693, -1.41509, 1.17945], [0.37556, 4.21381, -2.27874], [0.38341, 3.24148, -2.44392], [1.27763, 4.35699, -2.04264], [3.11747, 0.84913, -0.98846], [2.46525, 0.30140, -0.66250], [3.64232, 0.37614, -1.60922], [0.29219, 3.06843, 2.01241], [0.67880, 2.79324, 1.17468], [0.91351, 2.90568, 2.68228], [2.65626, 1.84540, 3.37711], [2.75888, 0.82886, 3.33701], [3.24035, 2.32947, 2.86816], [2.60469, 3.02996, 0.53473], [3.11006, 2.61704, 1.23887], [3.09356, 2.65561, -0.37313], [1.56667, -0.79344, 2.33968], [0.90221, -0.78978, 1.59973], [0.95054, -0.81952, 3.04443], [-3.37195, 2.70021, -0.13478], [-2.73171, 2.31533, -0.73635], [-4.07284, 3.02116, -0.71672], [-0.80123, -0.22941, 3.12403], [-0.99775, 0.54136, 2.49109], [-1.65510, -0.74938, 3.09251], [-1.43591, 1.09662, -1.12630], [-1.75977, 0.35854, -0.58432], [-0.99984, 1.80380, -0.68489], [-1.99978, 1.39523, 1.59898], [-1.43726, 2.20192, 1.39019], [-2.88978, 1.58721, 1.85471]],
  "mulliken_charge": [-0.909, -0.265, -0.088, -0.441, -0.689, -0.766, -0.456, 0.285, 0.271, 0.338, 0.236, 0.054, 0.150, 0.357, 0.209, 0.291, 0.279, 0.406, 0.322, 0.279, 0.116, -0.630, 0.323, 0.307, -0.573, 0.322, 0.248, -0.592, 0.356, 0.298, -0.627, 0.344, 0.282, -0.623, 0.213, 0.328, -0.654, 0.295, 0.385, -0.606, 0.463, 0.298, -0.749, 0.571, 0.257, -0.849, 0.590, 0.162, -0.599, 0.251, 0.233],
  "gap_ev": 9.2,
  "e_above_lowest_ev": 5.010,
  "smiles": "CNCCCCN.O.O.O.O.O.O.O.O.O.O"
}

[2]
{
  "formula": "C5H5N7O2",
  "method": "the ωB97M-V functional and the def2-TZVPD basis",
  "symbols": ["C", "C", "C", "C", "C", "N", "N", "N", "N", "N", "N", "N", "O", "O", "H", "H", "H", "H", "H"],
  "xyz": [[3.19680, -1.10455, -0.31805], [-2.84791, -0.08172, -1.30926], [1.70792, 0.29673, 0.28994], [-1.50034, 0.34303, 0.18183], [0.75100, 1.09832, 0.93694], [2.43076, -0.75579, 0.80560], [-1.53480, 0.27427, -1.08400], [3.08046, -0.29268, -1.32878], [-3.51164, -0.16613, -0.22218], [2.16214, 0.54802, -0.95153], [-2.64910, 0.06117, 0.77989], [0.18100, 2.27795, 0.37788], [0.33856, 2.57244, -0.80051], [-0.48545, 2.97837, 1.13696], [4.08139, -1.75593, -0.30314], [-3.25972, -0.31707, -2.20013], [0.79255, 1.10847, 2.04054], [1.75263, 1.21958, -1.56163], [-2.83150, 0.28544, 1.69942]],
  "mulliken_charge": [-0.069, -0.165, 0.596, 0.215, -0.342, -0.622, -0.351, -1.074, -0.658, 0.650, 0.215, 1.082, -0.628, -0.632, 0.359, 0.501, 0.387, 0.298, 0.239],
  "gap_ev": [7.7, 7.5]
}

[3]
{
  "formula": "C12H15NO5P",
  "method": "the ωB97M-V functional and the def2-TZVPD basis",
  "symbols": ["C", "C", "C", "C", "C", "P", "O", "O", "C", "O", "C", "C", "N", "C", "C", "C", "C", "O", "H", "H", "H", "H", "H", "H", "H", "H", "H", "H", "H", "H", "O", "H", "H", "H"],
  "xyz": [[-1.67686, 3.83779, 1.17105], [-1.46634, 3.10391, 0.09729], [-1.35852, 2.14476, -1.21562], [-1.44049, 0.57649, -0.79249], [-1.01302, -0.50813, -1.66737], [-0.33440, -0.11211, -3.38949], [-1.24147, -0.85083, -4.64107], [1.26741, -0.83740, -3.38319], [-1.11559, -2.02896, -1.07064], [-1.50682, -3.02082, -1.76993], [-0.68858, -2.15740, 0.49996], [-1.09815, -1.06708, 1.37634], [-0.76104, -0.99484, 2.83021], [0.18257, -0.02110, 2.89700], [0.17528, 1.11223, 4.06180], [1.42955, 0.06531, 1.84684], [-1.97683, 0.12774, 0.68749], [-2.99749, 0.61978, 1.25127], [-2.09402, 4.68425, 1.84574], [-0.26948, 2.29874, -1.60118], [-2.14263, 2.45938, -1.99118], [-1.05614, -0.35062, -5.48426], [1.66572, -0.76701, -2.48182], [-0.07721, -3.02689, 0.92897], [0.01410, 2.17631, 3.65276], [1.24651, 1.09755, 4.52933], [-0.55468, 0.84543, 4.92829], [1.72486, -1.02189, 1.60487], [1.07783, 0.54099, 0.85399], [2.32232, 0.66553, 2.25218], [3.37063, -2.19199, -1.91433], [4.33526, -2.13598, -2.11540], [3.20121, -2.73168, -1.10556], [2.85649, -2.53146, -2.69185]],
  "mulliken_charge": [-0.465, -0.287, -0.239, 0.259, 0.156, 0.171, -0.450, -0.581, 0.223, -0.538, -0.329, 0.244, -0.583, 0.542, -1.043, -0.660, 0.238, -0.484, 0.337, 0.331, 0.387, 0.362, 0.359, 0.514, 0.225, 0.335, 0.318, 0.169, 0.134, 0.385, -0.406, 0.445, 0.449, 0.484],
  "gap_ev": 6.2,
  "charge": 1
}

[4]
{
  "formula": "C11H29BFN5O8S",
  "method": "the ωB97M-V functional and the def2-TZVPD basis",
  "symbols": ["C", "N", "C", "N", "O", "B", "O", "O", "S", "O", "O", "F", "H", "H", "H", "H", "H", "H", "H", "H", "C", "N", "C", "C", "O", "H", "H", "H", "H", "H", "H", "H", "C", "N", "C", "C", "O", "H", "H", "H", "H", "H", "H", "H", "C", "N", "C", "C", "O", "H", "H", "H", "H", "H", "H", "H"],
  "xyz": [[0.46875, 0.19590, 1.65019], [-0.30846, 1.44429, 1.64054], [-1.01988, 1.71246, 0.40447], [-1.98348, 0.67180, 0.03431], [-2.61419, 0.09790, 1.14424], [-3.98784, 0.43386, 1.23422], [-4.51546, 1.54892, 0.67185], [-4.72521, -0.39384, 2.03235], [-1.50054, -0.46193, -1.09023], [-2.46950, -0.50844, -2.12980], [-0.12185, -0.33433, -1.40860], [-1.68008, -1.77622, -0.27604], [-0.22205, -0.64069, 1.74930], [1.09877, 0.05571, 0.76628], [1.10203, 0.18943, 2.53176], [0.34610, 2.21422, 1.73183], [-1.61042, 2.61852, 0.55492], [-0.38139, 1.87262, -0.47193], [-4.49054, 1.57895, -0.30160], [-4.36584, -1.28401, 2.08776], [-5.43371, 1.97738, -5.61418], [-5.34763, 2.42193, -4.23910], [-5.29649, 1.66434, -3.11737], [-5.33518, 0.16529, -3.27952], [-5.22975, 2.20003, -2.01768], [-4.57405, 2.32626, -6.18834], [-6.34100, 2.35524, -6.08815], [-5.45295, 0.89332, -5.65558], [-5.32104, 3.41345, -4.05870], [-5.28085, -0.28388, -2.29330], [-6.26013, -0.15014, -3.76406], [-4.48651, -0.18563, -3.86546], [3.40677, -4.53255, 4.52252], [2.63890, -3.35142, 4.19420], [3.10191, -2.11724, 3.85679], [4.59907, -1.91869, 3.81340], [2.32085, -1.21443, 3.60254], [3.18993, -5.34519, 3.82658], [3.18038, -4.87698, 5.53344], [4.46803, -4.31264, 4.46762], [1.63335, -3.41647, 4.20575], [4.78644, -0.89769, 3.49897], [5.04390, -2.08897, 4.79532], [5.06212, -2.58930, 3.08948], [3.38297, 1.77184, -1.63644], [3.61462, 0.95150, -0.46803], [4.73302, 0.26159, -0.12223], [5.92184, 0.34519, -1.05254], [4.75391, -0.40177, 0.90076], [3.14483, 2.79866, -1.35123], [2.55408, 1.37675, -2.22739], [4.26944, 1.79181, -2.26292], [2.86258, 0.84164, 0.19453], [6.71817, -0.26087, -0.63181], [5.67028, -0.03334, -2.04389], [6.27072, 1.37370, -1.15268]],
  "mulliken_charge": [-0.725, -0.326, -0.789, 0.197, -0.553, 0.903, -0.516, -0.494, 1.012, -0.510, -0.521, -0.237, 0.238, -0.135, 0.708, 0.258, 0.457, 0.430, 0.329, 0.282, -0.862, -0.172, 0.916, -1.333, -0.740, 0.287, 0.288, 0.326, 0.243, 0.172, 0.470, 0.384, -0.852, -0.150, 0.740, -1.291, -0.628, 0.279, 0.287, 0.319, 0.229, 0.234, 0.420, 0.382, -0.929, 0.005, 0.878, -1.425, -0.592, 0.299, 0.246, 0.404, 0.119, 0.271, 0.381, 0.386],
  "gap_ev": 9.6,
  "e_above_lowest_ev": 0.000,
  "smiles": "CNCN(OB(O)O)S(=O)(=O)F.CNC(C)=O.CNC(C)=O.CNC(C)=O"
}

How do the records compare in electronic energy? In the order shown, they have -1072.68615; -727.05922; -1237.92327; -1835.24968 a.u..
How do the records compare in strongest force on any atom? In the order shown, they have 5.704; 3.667; 6.849; 0.731 eV Å⁻¹.